# 1
This record from the OMol25 dataset describes a structure of composition C5H8FNS in a non-equilibrium geometry. The level of theory is ωB97M-V/def2-TZVPD.

Results
- calculated total energy (Eh) = -747.9256
- frontier orbital gap (eV) = 8.987
- energy above the lowest of the compared OMol25 structures with the same formula, charge and spin (kJ/mol) = 473.4
- M (Da) = 133.191

```
! wB97M-V def2-TZVPD RIJCOSX def2/J DEFGRID3
* xyz 0 1
C 0.830 0.092 -0.597
H -1.792 -1.711 0.008
S 1.536 0.199 1.979
H 2.352 0.950 -2.107
C -1.722 -0.078 1.357
H -1.260 0.975 1.566
F 0.077 -1.991 -1.438
H -1.418 -0.805 2.312
H 0.758 -0.172 -2.768
C 1.005 0.746 -1.975
C -1.366 -0.799 0.155
H 2.579 0.796 2.432
H -2.835 0.262 1.231
H 0.036 1.717 -1.909
N 1.461 0.724 0.396
C -0.241 -0.906 -0.643
*
```


# 2
This record from the OMol25 dataset describes the molecule C5H8FNS in a non-equilibrium geometry. The level of theory is ωB97M-V/def2-TZVPD.

Results
- calculated total energy (Eh) = -748.0917
- frontier orbital gap (eV) = 7.936
- energy above the lowest of the compared OMol25 structures with the same formula, charge and spin (kJ/mol) = 37.4
- M (Da) = 133.191

```
! wB97M-V def2-TZVPD RIJCOSX def2/J DEFGRID3
* xyz 0 1
C -0.453 1.032 0.075
C 0.229 -1.351 -0.669
H -0.851 1.628 2.080
F -0.260 2.319 -0.376
N 1.356 0.647 -1.464
H 0.900 1.145 1.894
H 0.795 -1.908 -1.401
H -1.336 -1.462 0.756
C 0.352 0.035 -0.785
H 1.410 1.668 -1.445
H 1.726 0.108 -2.255
C -0.151 0.970 1.606
C -0.746 -2.035 0.058
H -1.504 0.857 0.011
H -0.397 -0.048 1.949
S -1.068 -3.603 -0.033
*
```


# 3
This record from the OMol25 dataset describes a structure of composition C5H8FNiO4 in a non-equilibrium geometry. The level of theory is ωB97M-V/def2-TZVPD.

Results
- calculated total energy (Eh) = -2104.1522
- frontier orbital gap (alpha / beta) (eV) = 9.927 / 7.614
- energy above the lowest of the compared OMol25 structures with the same formula, charge and spin (kJ/mol) = 0.0
- M (Da) = 209.806

```
! wB97M-V def2-TZVPD RIJCOSX def2/J DEFGRID3
* xyz 1 3
O 0.364 -2.065 0.284
H 1.155 2.566 -2.755
F -4.161 -2.948 3.486
C 1.206 -0.898 0.310
C -0.805 -1.773 0.790
H 0.652 0.907 1.559
H 1.568 -0.701 -0.703
H -0.265 1.496 -2.858
O -1.610 -2.631 1.138
Ni -2.846 -2.718 2.409
C 0.267 0.206 0.808
H 1.335 0.821 -2.436
O -0.315 0.836 -0.304
O -0.771 -0.592 1.459
C 0.396 1.953 -0.852
H 2.040 -1.086 0.993
H 1.335 2.081 -0.291
C 0.669 1.686 -2.313
H -0.215 2.859 -0.724
*
```


# 4
This record from the OMol25 dataset describes a cluster of 2 separate species, C5H8INO2 in total in a non-equilibrium geometry. The level of theory is ωB97M-V/def2-TZVPD.

Results
- calculated total energy (Eh) = -698.1103
- frontier orbital gap (alpha / beta) (eV) = 8.237 / 8.237
- energy above the lowest of the compared OMol25 structures with the same formula, charge and spin (kJ/mol) = 320.0
- M (Da) = 241.028

```
! wB97M-V def2-TZVPD RIJCOSX def2/J DEFGRID3
* xyz 0 1
H -1.621 -3.218 0.441
H 0.467 -2.097 -0.375
H -1.772 -3.254 -1.114
N 0.111 2.016 0.465
H 0.558 3.518 2.005
I -3.913 0.261 -0.187
C -0.771 2.032 -0.476
O -1.319 2.710 -1.248
H -2.974 -2.679 -0.218
H 1.841 2.902 1.139
C -1.962 -2.546 -0.328
H 0.282 1.045 0.776
C -1.238 -1.217 -0.345
C 0.846 3.178 1.009
C -1.890 -0.061 -0.377
H 0.791 3.941 0.142
O 0.082 -1.242 -0.215
*
```


# 5
This record from the OMol25 dataset describes a structure of composition C5H8MgO5Tm in a non-equilibrium geometry. The level of theory is ωB97M-V/def2-TZVPD.

Results
- calculated total energy (Eh) = -1856.2609
- frontier orbital gap (alpha / beta) (eV) = 4.433 / 8.763
- M (Da) = 341.353

```
! wB97M-V def2-TZVPD RIJCOSX def2/J DEFGRID3
* xyz 2 4
H 2.014 -1.438 1.952
H -1.681 1.987 1.596
H 2.891 0.236 0.302
H 2.392 -0.311 -2.144
C 0.455 -1.378 -2.462
H 0.927 0.754 -2.285
C 1.842 -0.044 0.464
O -0.004 -0.911 1.665
O -0.784 -1.383 -1.858
H 0.395 -1.257 -3.561
Tm -1.289 -1.068 0.075
C 1.317 -0.215 -1.956
C 1.311 -0.599 1.725
Mg -4.220 3.433 3.177
O -2.864 0.566 0.665
H 1.017 -2.317 -2.279
C -2.725 1.609 1.343
O -3.652 2.415 1.595
O 1.083 -0.235 -0.518
H 1.575 0.156 2.505
*
```


# 6
This record from the OMol25 dataset describes a structure of composition C5H8N in a non-equilibrium geometry. The level of theory is ωB97M-V/def2-TZVPD.

Results
- calculated total energy (Eh) = -249.5816
- frontier orbital gap (eV) = 8.646
- energy above the lowest of the compared OMol25 structures with the same formula, charge and spin (kJ/mol) = 639.4
- M (Da) = 82.126

```
! wB97M-V def2-TZVPD RIJCOSX def2/J DEFGRID3
* xyz 1 1
C 2.366 -0.577 -0.677
H -3.155 0.873 0.857
C -1.445 -0.076 0.509
H 0.239 1.155 -0.603
H -2.526 1.665 -0.481
N -2.319 1.035 0.351
H 2.220 0.244 -1.416
C -1.144 1.082 1.370
C 1.041 -0.700 0.070
H -1.815 -1.087 0.384
H 3.083 -0.534 0.234
H 2.517 -1.530 -1.214
H 0.943 -1.718 0.660
C -0.005 0.166 -0.044
*
```


# 7
This record from the OMol25 dataset describes a structure of composition C5H8N in a non-equilibrium geometry. The level of theory is ωB97M-V/def2-TZVPD.

Results
- calculated total energy (Eh) = -249.6662
- frontier orbital gap (eV) = 11.271
- energy above the lowest of the compared OMol25 structures with the same formula, charge and spin (kJ/mol) = 417.3
- M (Da) = 82.126

```
! wB97M-V def2-TZVPD RIJCOSX def2/J DEFGRID3
* xyz 1 1
C 1.459 0.285 0.310
H -0.456 1.689 0.852
C -0.769 1.138 -0.137
H 0.270 -0.270 -1.442
C -0.477 -1.430 -0.004
H -0.433 -2.130 -0.758
N -2.122 0.450 0.093
H 1.108 0.091 1.377
H -0.269 -1.935 0.979
H 2.231 -0.304 -0.174
H -0.866 1.698 -1.087
C -1.617 -0.607 0.035
C 0.244 -0.027 -0.425
H 1.696 1.352 0.379
*
```


# 8
This record from the OMol25 dataset describes the ion C5H8N with charge +1 in a non-equilibrium geometry. The level of theory is ωB97M-V/def2-TZVPD.

Results
- calculated total energy (Eh) = -249.6309
- frontier orbital gap (eV) = 9.976
- energy above the lowest of the compared OMol25 structures with the same formula, charge and spin (kJ/mol) = 509.9
- M (Da) = 82.126

```
! wB97M-V def2-TZVPD RIJCOSX def2/J DEFGRID3
* xyz 1 1
H -2.971 -1.990 -0.690
C -2.029 -1.632 -0.945
H 3.167 0.323 -0.697
C 0.547 0.118 0.374
H -1.282 -2.643 -1.059
C -1.489 -0.878 0.066
H -2.124 -1.276 -1.957
H 3.005 -1.473 -1.314
H 1.192 0.743 0.812
N 1.117 -0.734 -0.289
C 2.484 -0.494 -1.052
H 2.154 -0.033 -2.028
C -0.853 0.005 0.598
H 0.444 -1.383 -0.496
*
```